Record 1
Formula: C48H47BrN9O3P2Tm
Source: the OMol25 dataset
Level of theory: ωB97M-V/def2-TZVPD

Last column: Löwdin spin population.
CARTESIAN COORDINATES (ANGSTROEM)
Tm  2.156  0.758  -4.194  2.01
O  3.229  -1.479  -7.788  0.00
C  2.722  -0.759  -6.910  0.00
N  2.593  -1.096  -5.565  0.00
C  3.200  -2.210  -5.059  0.00
O  3.541  -3.132  -5.773  0.00
C  3.332  -2.273  -3.635  0.00
C  3.948  -3.482  -3.149  0.00
C  4.015  -3.702  -1.791  0.00
C  3.438  -2.748  -0.942  0.00
C  2.998  -1.533  -1.475  0.00
N  2.963  -1.269  -2.806  0.00
C  2.355  0.630  -7.232  0.00
C  2.528  0.949  -8.621  0.00
C  2.355  2.257  -9.008  0.00
C  1.934  3.259  -8.124  0.00
C  1.979  2.968  -6.779  0.00
N  2.129  1.696  -6.372  0.00
H  4.327  -4.139  -3.905  0.00
H  4.564  -4.549  -1.459  0.00
H  3.404  -2.912  0.143  0.00
H  2.788  -0.714  -0.812  0.00
H  2.734  0.170  -9.346  0.00
H  2.702  2.567  -9.985  0.00
H  1.689  4.246  -8.481  0.00
H  1.838  3.745  -6.034  0.00
C  -0.962  -0.817  6.264  0.00
N  -1.638  -0.422  5.004  0.00
P  -0.722  0.497  3.756  0.00
C  0.762  1.104  4.671  0.00
C  0.817  2.443  5.057  0.00
C  2.011  2.951  5.567  0.00
C  3.155  2.160  5.629  0.00
C  3.073  0.805  5.284  0.00
C  1.904  0.338  4.772  0.00
C  -1.699  1.940  3.493  0.00
C  -2.990  2.102  4.076  0.00
C  -3.800  3.191  3.841  0.00
C  -3.373  4.109  2.873  0.00
C  -2.099  4.075  2.376  0.00
C  -1.279  2.940  2.580  0.00
P  -2.646  -1.716  4.358  0.00
C  -3.728  -2.334  5.739  0.00
C  -4.348  -1.471  6.620  0.00
C  -5.177  -1.973  7.632  0.00
C  -5.508  -3.302  7.713  0.00
C  -4.973  -4.165  6.765  0.00
C  -4.162  -3.719  5.735  0.00
C  -1.566  -3.045  3.771  0.00
C  -1.171  -4.073  4.644  0.00
C  -0.291  -4.989  4.220  0.00
C  0.230  -4.932  2.909  0.00
C  -0.146  -3.954  2.020  0.00
C  -0.983  -2.938  2.485  0.00
H  -0.025  -1.414  6.186  0.00
H  -1.626  -1.447  6.844  0.00
H  -0.819  0.040  6.943  0.00
H  -0.074  3.040  5.104  0.00
H  2.075  4.056  5.753  0.00
H  4.139  2.621  5.844  0.00
H  3.836  0.065  5.506  0.00
H  1.879  -0.710  4.409  0.00
H  -3.334  1.348  4.774  0.00
H  -4.635  3.368  4.503  0.00
H  -4.121  4.811  2.573  0.00
H  -1.664  4.910  1.804  0.00
H  -0.243  2.904  2.154  0.00
H  -4.016  -0.404  6.736  0.00
H  -5.503  -1.243  8.387  0.00
H  -6.098  -3.750  8.498  0.00
H  -5.349  -5.167  6.799  0.00
H  -3.780  -4.405  5.006  0.00
H  -1.584  -4.146  5.644  0.00
H  0.056  -5.767  4.911  0.00
H  0.993  -5.713  2.673  0.00
H  0.048  -3.975  0.954  0.00
H  -1.176  -2.010  1.960  0.00
O  3.009  6.042  -1.330  0.00
C  2.739  4.794  -1.757  0.00
C  1.865  3.946  -1.019  0.00
C  1.732  2.638  -1.473  0.00
N  2.443  2.140  -2.472  0.00
C  3.365  2.919  -3.131  0.00
Br  4.784  1.849  -4.178  0.00
C  3.487  4.283  -2.806  0.00
H  2.547  6.199  -0.437  0.00
H  1.323  4.259  -0.106  0.00
H  1.219  1.895  -0.859  0.00
H  4.274  4.896  -3.259  0.00
C  -1.227  1.385  -4.291  0.00
N  -2.549  0.951  -3.928  0.00
C  -2.506  0.375  -2.576  0.00
N  -1.699  -0.858  -2.553  0.00
C  -0.336  -0.446  -2.849  0.00
N  -0.227  0.224  -4.213  0.00
C  -0.706  -0.822  -5.228  0.00
N  -2.070  -1.261  -4.939  0.00
C  -3.027  -0.087  -4.942  0.00
C  -2.035  -1.791  -3.581  0.00
H  -0.833  2.130  -3.597  0.00
H  -1.217  1.826  -5.309  0.00
H  -3.514  0.043  -2.289  0.00
H  -2.234  1.149  -1.843  0.00
H  0.456  -1.236  -2.842  0.00
H  -0.071  0.241  -2.075  0.00
H  -0.067  -1.712  -5.126  0.00
H  -0.622  -0.390  -6.216  0.00
H  -4.043  -0.312  -4.631  0.00
H  -2.951  0.425  -5.948  0.00
H  -1.401  -2.662  -3.566  0.00
H  -3.039  -2.100  -3.341  0.00

HOMO energy (spin up / spin down) (eV): -10.44 / -10.44
LUMO level (spin up / spin down) (eV): -7.1 / -7.1
Multiplicity: 3
Orbital gap (spin up / spin down) (eV): 3.34 / 3.34
Expectation value of S²: 2.0021
Total charge: +2

---

Record 2
Formula: C39H53CrN5O2P2
Source: the OMol25 dataset
Level of theory: ωB97M-V/def2-TZVPD

Last column: Löwdin spin population.
CARTESIAN COORDINATES (ANGSTROEM)
Cr  -0.189  -0.060  0.866  3.68
C  -1.819  1.429  3.412  0.01
N  -0.998  0.276  3.003  0.01
C  0.237  0.262  3.822  0.01
C  1.143  1.498  3.666  0.00
C  1.161  2.239  2.322  0.01
N  1.199  1.382  1.144  0.00
C  2.259  1.420  0.425  0.03
C  2.502  0.747  -0.824  0.01
C  3.758  0.935  -1.424  0.00
C  4.063  0.392  -2.646  0.00
C  3.075  -0.339  -3.325  0.01
C  1.833  -0.532  -2.770  0.00
C  1.510  -0.014  -1.499  0.01
O  0.321  -0.217  -1.005  0.04
C  -1.768  -0.961  3.313  0.00
C  -2.924  -1.187  2.338  0.01
C  -2.568  -2.088  1.152  0.01
N  -1.173  -1.882  0.755  0.00
C  -0.563  -2.909  0.281  0.01
C  0.848  -3.047  0.056  0.01
C  1.311  -4.072  -0.790  0.00
C  2.650  -4.272  -1.007  0.00
C  3.577  -3.441  -0.349  0.01
C  3.163  -2.459  0.517  0.00
C  1.782  -2.231  0.775  0.01
O  1.390  -1.370  1.652  0.06
H  -2.805  1.389  2.953  0.00
H  -1.360  2.367  3.112  0.00
H  -1.944  1.431  4.502  0.00
H  0.794  -0.627  3.540  0.00
H  -0.034  0.174  4.883  0.00
H  2.158  1.166  3.893  0.00
H  0.880  2.250  4.415  0.00
H  2.024  2.909  2.334  0.00
H  0.279  2.872  2.230  0.00
H  3.082  2.053  0.768  0.00
H  4.495  1.546  -0.909  0.00
H  5.037  0.549  -3.094  0.00
H  3.291  -0.748  -4.306  0.00
H  1.057  -1.073  -3.301  0.00
H  -2.148  -0.889  4.340  0.00
H  -1.074  -1.801  3.274  0.00
H  -3.252  -0.227  1.955  0.00
H  -3.772  -1.632  2.862  0.00
H  -3.235  -1.849  0.320  0.00
H  -2.726  -3.133  1.423  0.00
H  -1.163  -3.798  0.059  0.00
H  0.580  -4.694  -1.302  0.00
H  2.991  -5.057  -1.670  0.00
H  4.638  -3.585  -0.522  0.00
H  3.877  -1.819  1.024  0.00
C  -2.098  -1.515  -2.552  0.00
P  -1.981  0.245  -3.050  0.00
C  -2.347  1.140  -1.440  0.01
N  -3.395  0.759  -0.764  0.01
C  -3.876  1.576  0.219  0.00
C  -5.055  1.220  0.914  0.00
C  -5.582  2.071  1.843  0.00
C  -4.950  3.307  2.120  0.00
C  -3.808  3.664  1.464  0.00
C  -3.250  2.798  0.495  0.00
N  -2.127  3.172  -0.173  0.01
C  -1.660  2.406  -1.121  0.01
P  -0.052  2.910  -1.946  0.00
C  -0.651  3.379  -3.643  0.00
C  0.320  4.659  -1.310  0.00
C  0.632  4.591  0.196  0.00
C  1.617  5.070  -2.017  0.00
C  -0.782  5.692  -1.564  0.00
C  -3.660  0.423  -3.938  0.00
C  -3.384  -0.056  -5.372  0.00
C  -4.092  1.891  -3.984  0.00
C  -4.816  -0.407  -3.367  0.00
H  -2.956  -1.698  -1.906  0.00
H  -1.174  -1.769  -2.040  0.00
H  -2.178  -2.116  -3.460  0.00
H  -5.532  0.278  0.668  0.00
H  -6.494  1.804  2.363  0.00
H  -5.384  3.979  2.850  0.00
H  -3.324  4.616  1.655  0.00
H  -0.012  4.178  -4.019  0.00
H  -1.681  3.726  -3.616  0.00
H  -0.570  2.530  -4.313  0.00
H  -0.242  4.281  0.761  0.00
H  1.448  3.884  0.382  0.00
H  0.943  5.579  0.554  0.00
H  2.386  4.302  -1.897  0.00
H  1.991  6.001  -1.579  0.00
H  1.479  5.243  -3.086  0.00
H  -1.730  5.362  -1.138  0.00
H  -0.924  5.890  -2.630  0.00
H  -0.506  6.641  -1.087  0.00
H  -2.654  0.586  -5.872  0.00
H  -4.311  -0.041  -5.955  0.00
H  -3.001  -1.081  -5.382  0.00
H  -3.352  2.513  -4.490  0.00
H  -4.267  2.296  -2.983  0.00
H  -5.029  1.976  -4.543  0.00
H  -4.634  -1.479  -3.467  0.00
H  -5.727  -0.175  -3.932  0.00
H  -5.000  -0.175  -2.320  0.00

HOMO energy (spin up / spin down) (eV): -6.44 / -7.04
LUMO level (spin up / spin down) (eV): -0.3 / -0.3
Multiplicity: 5
Orbital gap (spin up / spin down) (eV): 6.19 / 6.79
Expectation value of S²: 6.0147

---

Record 3
Formula: C3H4N4O
Source: the OMol25 dataset
Level of theory: ωB97M-V/def2-TZVPD

Last column: natural (NBO) charge in e.
CARTESIAN COORDINATES (ANGSTROEM)
O  2.579  -0.516  -0.059  -0.57
N  1.256  -0.109  0.297  0.00
N  0.986  1.263  0.039  -0.43
C  -0.403  0.984  -0.295  0.04
C  -1.724  0.829  0.092  -0.12
N  -2.105  -0.463  0.027  -0.23
N  -1.023  -1.275  0.011  -0.34
C  0.116  -0.681  -0.353  0.15
H  2.871  -1.070  0.721  0.48
H  1.358  1.805  -0.698  0.39
H  -2.566  1.460  0.285  0.23
H  -1.344  -2.228  -0.067  0.41

HOMO energy (eV): -8.36
LUMO level (eV): 0.0
Multiplicity: 1
Orbital gap (eV): 8.39
Relative energy (zero: lowest compared OMol25 entry of this formula, charge and spin) (kJ/mol): 805.1

---

Record 4
Formula: C4H12N2
Source: the OMol25 dataset
Level of theory: ωB97M-V/def2-TZVPD

Last column: Löwdin spin population.
CARTESIAN COORDINATES (ANGSTROEM)
C  -1.805  0.259  0.422  0.00
C  -1.057  -0.087  -0.840  0.02
C  0.393  -0.536  -0.584  0.08
C  2.585  0.528  -0.343  0.09
N  1.178  0.637  -0.187  0.65
N  -1.686  -0.835  1.421  0.02
H  -1.201  1.085  0.876  0.00
H  -2.787  0.668  0.211  0.00
H  -1.078  0.799  -1.510  0.00
H  -1.547  -0.868  -1.426  0.00
H  0.431  -1.322  0.188  0.05
H  0.792  -1.061  -1.449  0.00
H  3.007  1.548  -0.435  0.02
H  2.851  -0.056  -1.246  0.00
H  3.060  -0.027  0.480  0.05
H  0.858  1.082  0.672  0.02
H  -1.454  -0.437  2.318  0.00
H  -2.538  -1.377  1.433  0.00

HOMO energy (spin up / spin down) (eV): -13.59 / -13.50
LUMO level (spin up / spin down) (eV): -3.1 / -7.9
Multiplicity: 2
Orbital gap (spin up / spin down) (eV): 10.48 / 5.63
Relative energy (zero: lowest compared OMol25 entry of this formula, charge and spin) (kJ/mol): 39.6
Expectation value of S²: 0.7544
Total charge: +1

---

Record 5
Formula: C3H3CuFO3
Source: the OMol25 dataset
Level of theory: ωB97M-V/def2-TZVPD

Last column: Löwdin spin population.
CARTESIAN COORDINATES (ANGSTROEM)
H  -1.006  -0.668  -1.503  0.00
O  0.706  -0.118  -0.573  0.01
O  -0.719  0.799  1.575  0.18
O  0.905  -0.133  2.798  0.26
C  -0.499  -0.233  -0.620  0.01
C  -1.410  0.303  0.442  0.02
C  -0.221  -0.064  2.437  0.51
F  3.685  -0.050  -3.418  0.00
H  -1.981  1.143  0.021  0.00
H  -2.134  -0.482  0.713  0.01
Cu  2.675  -0.495  -1.872  0.00

HOMO energy (spin up / spin down) (eV): -9.45 / -9.46
LUMO level (spin up / spin down) (eV): -0.6 / -1.4
Multiplicity: 2
Orbital gap (spin up / spin down) (eV): 8.90 / 8.06
Relative energy (zero: lowest compared OMol25 entry of this formula, charge and spin) (kJ/mol): 18.3
Expectation value of S²: 0.7530

---

Record 6
Formula: C4H6N2
Source: the OMol25 dataset
Level of theory: ωB97M-V/def2-TZVPD

Last column: natural (NBO) charge in e.
CARTESIAN COORDINATES (ANGSTROEM)
N  1.953  -0.041  -0.353  -0.80
C  0.725  -0.010  0.264  0.41
C  -0.074  1.032  0.632  -0.42
C  -1.389  0.600  0.141  -0.22
C  -1.318  -0.702  -0.195  -0.13
N  -0.017  -1.229  0.156  -0.68
H  2.021  -0.867  -0.939  0.40
H  2.095  0.803  -0.894  0.39
H  0.202  1.973  1.090  0.23
H  -2.194  1.280  -0.110  0.22
H  -1.859  -1.283  -0.920  0.21
H  -0.108  -1.561  1.134  0.39

HOMO energy (eV): -7.32
LUMO level (eV): 1.1
Multiplicity: 1
Orbital gap (eV): 8.37
Relative energy (zero: lowest compared OMol25 entry of this formula, charge and spin) (kJ/mol): 239.8

---

Record 7
Formula: CH2FOPS
Source: the OMol25 dataset
Level of theory: ωB97M-V/def2-TZVPD

Last column: natural (NBO) charge in e.
CARTESIAN COORDINATES (ANGSTROEM)
C  0.413  0.625  0.335  -0.77
P  1.556  0.955  -0.936  0.44
S  2.976  -0.498  -0.022  1.28
O  4.082  -0.674  -0.902  -0.89
F  3.478  0.422  1.334  -0.54
H  -0.460  1.305  0.550  0.25
H  0.823  -0.174  1.072  0.22

HOMO energy (eV): -9.50
LUMO level (eV): -1.1
Multiplicity: 1
Orbital gap (eV): 8.38
Relative energy (zero: lowest compared OMol25 entry of this formula, charge and spin) (kJ/mol): 241.9

---

Record 8
Formula: C36H46ClCsGe2N11O6S
Source: the OMol25 dataset
Level of theory: ωB97M-V/def2-TZVPD

Last column: Mulliken charge in e.
CARTESIAN COORDINATES (ANGSTROEM)
Cs  1.704  0.051  1.108  1.18
C  2.903  4.461  -1.671  -1.80
C  2.514  3.039  -1.381  0.67
N  1.553  2.692  -0.607  0.92
N  0.891  3.712  0.027  -1.34
C  -0.285  3.395  0.513  0.01
N  -0.900  4.440  1.173  -0.47
S  -1.202  1.934  0.375  -0.20
C  3.309  1.947  -2.010  0.45
C  4.349  2.234  -2.894  -0.82
C  5.101  1.192  -3.414  -0.70
C  4.809  -0.106  -3.037  -0.85
C  3.749  -0.302  -2.163  -0.60
N  3.010  0.686  -1.679  0.54
H  2.245  5.135  -1.133  0.43
H  3.937  4.644  -1.364  0.39
H  2.838  4.675  -2.741  0.31
H  -0.276  5.165  1.493  0.24
H  -1.653  4.175  1.783  0.21
H  4.577  3.255  -3.162  0.44
H  5.915  1.399  -4.097  0.37
H  5.385  -0.947  -3.400  0.50
H  3.483  -1.297  -1.819  0.50
N  -3.487  -0.372  0.347  -0.52
N  -3.656  -1.723  0.650  -0.03
C  -2.763  -2.493  1.300  0.64
N  -3.070  -3.788  1.483  -0.31
N  -1.635  -1.875  1.633  -0.38
N  -0.794  -2.462  2.515  1.07
O  0.216  -1.827  2.747  -0.70
O  -1.038  -3.544  3.066  -0.78
H  -2.759  -0.258  -0.355  0.05
H  -3.165  0.133  1.168  0.31
H  -4.486  -2.147  0.275  0.17
H  -4.005  -4.096  1.288  0.18
H  -2.496  -4.275  2.158  0.27
O  6.533  -3.882  3.108  -0.59
C  5.967  -4.734  2.295  0.50
O  6.278  -5.906  2.241  -0.64
C  4.854  -4.213  1.437  -0.01
C  4.023  -5.012  0.677  0.03
Cl  3.931  -6.704  0.506  -0.17
N  3.147  -4.203  0.030  0.73
N  3.359  -2.910  0.333  -0.48
C  4.381  -2.894  1.179  0.37
C  4.850  -1.545  1.740  0.44
O  5.604  -1.590  2.746  -0.92
O  4.417  -0.551  1.148  -0.51
C  2.003  -4.570  -0.731  -0.50
C  0.751  -4.177  -0.282  0.12
C  -0.373  -4.544  -1.005  -0.22
C  -0.241  -5.300  -2.163  -0.85
C  1.017  -5.675  -2.610  -0.83
C  2.148  -5.306  -1.896  -0.31
H  6.134  -2.920  2.997  0.46
H  0.677  -3.599  0.631  0.46
H  -1.355  -4.249  -0.657  0.34
H  -1.122  -5.590  -2.720  0.53
H  1.122  -6.252  -3.519  0.39
H  3.137  -5.585  -2.232  0.50
C  -2.580  -3.203  -3.492  -1.60
C  -2.553  -2.027  -2.516  0.58
Ge  -1.449  -0.560  -3.255  -0.10
C  0.435  -1.110  -3.139  0.69
C  1.217  -0.932  -4.440  -1.33
C  -2.197  -0.085  -5.015  0.19
C  -2.637  1.181  -4.915  -1.11
Ge  -2.214  1.770  -3.041  0.11
C  -3.886  2.241  -2.118  -0.24
C  -4.579  3.436  -2.775  -1.28
C  -0.916  3.242  -3.105  0.05
C  0.301  2.885  -3.952  -0.82
C  -3.317  1.911  -6.005  0.19
C  -3.056  3.266  -6.215  0.31
C  -3.680  3.962  -7.239  -0.83
C  -4.596  3.320  -8.062  -0.37
C  -4.878  1.977  -7.855  -0.67
C  -4.243  1.280  -6.837  -0.55
H  -3.118  -4.068  -3.089  0.41
H  -1.570  -3.535  -3.740  0.37
H  -3.069  -2.918  -4.426  0.41
H  -2.141  -2.335  -1.552  -0.76
H  -3.566  -1.655  -2.339  0.50
H  0.463  -2.157  -2.818  -0.25
H  0.885  -0.517  -2.337  -0.01
H  0.815  -1.566  -5.234  0.47
H  2.271  -1.188  -4.306  0.34
H  1.175  0.098  -4.797  0.20
H  -2.278  -0.659  -5.940  0.53
H  -3.639  2.450  -1.077  0.43
H  -4.541  1.366  -2.122  0.35
H  -3.931  4.316  -2.783  0.31
H  -5.491  3.712  -2.239  0.40
H  -4.856  3.226  -3.811  0.28
H  -0.619  3.465  -2.082  -0.22
H  -1.426  4.128  -3.495  0.56
H  0.854  2.066  -3.488  -0.39
H  0.990  3.729  -4.045  0.44
H  0.022  2.571  -4.963  0.42
H  -2.350  3.770  -5.566  0.22
H  -3.456  5.011  -7.390  0.40
H  -5.094  3.866  -8.854  0.38
H  -5.600  1.472  -8.484  0.37
H  -4.473  0.235  -6.666  0.44

HOMO energy (eV): -5.03
LUMO level (eV): 1.6
Multiplicity: 1
Orbital gap (eV): 6.64
Relative energy (zero: lowest compared OMol25 entry of this formula, charge and spin) (kJ/mol): 14.2
Total charge: -1

---

Number 1: strongest force on any atom 4.63 eV/Å. Number 2: strongest force on any atom 0.89 eV/Å. Number 3: strongest force on any atom 6.96 eV/Å. Number 4: strongest force on any atom 3.32 eV/Å. Number 5: strongest force on any atom 1.96 eV/Å. Number 6: strongest force on any atom 0.93 eV/Å. Number 7: strongest force on any atom 2.58 eV/Å. Number 8: strongest force on any atom 0.44 eV/Å.